Entry 1:
{
  "formula": "C3H2FLiO2Sc",
  "method": "wB97M-V/def2-TZVPD",
  "symbols": ["O", "C", "O", "Li", "Sc", "C", "C", "H", "H", "F"],
  "xyz": [[-0.8724, -1.4327, 0.1227], [-0.7558, -0.2170, 0.3083], [-1.6475, 0.5756, -0.1887], [-2.8352, -1.1123, -0.3846], [-1.3393, 2.5483, 0.0254], [1.6925, -0.5553, -0.0507], [0.7314, 0.2824, 0.3262], [2.5846, -0.1826, -0.5534], [1.7240, -1.5181, 0.4598], [0.7176, 1.6117, -0.0651]],
  "forces_ev_per_a": [[-1.552, 2.356, 1.586], [5.894, -5.485, -1.469], [-2.137, 6.029, 0.429], [-0.486, -1.241, -0.216], [1.199, -2.577, -0.603], [0.917, 1.195, 1.535], [-2.142, -2.419, -0.258], [0.048, -0.122, 0.035], [-0.300, -0.365, -0.754], [-1.440, 2.628, -0.286]],
  "homo_ha": [-0.8450, -0.8450],
  "charge": 3,
  "spin_multiplicity": 1,
  "gap_ev": [5.1, 5.1],
  "fmax_ev_per_a": 8.18,
  "total_energy_ev": -30825.884
}

---

Entry 2:
{
  "formula": "C3H2FN2O",
  "method": "wB97M-V/def2-TZVPD",
  "symbols": ["C", "C", "C", "N", "N", "O", "F", "H", "H"],
  "xyz": [[-0.5875, 0.8075, -0.1517], [1.1986, 0.3004, 1.4259], [0.1188, -1.2500, -0.8864], [0.1492, 0.6715, 0.8724], [-0.5436, -0.2064, -1.1312], [0.9031, -2.0110, -0.6341], [1.3504, -0.1402, 2.6048], [-1.2911, 1.7082, -0.3385], [-1.2979, 0.1200, -1.7612]],
  "forces_ev_per_a": [[-0.273, 2.622, 2.014], [1.681, 1.394, -0.863], [0.094, 0.403, -1.178], [-1.124, -0.177, 0.198], [-2.143, 1.238, -0.385], [0.259, -1.124, 0.244], [-0.778, -0.696, 0.651], [1.604, -1.695, 0.141], [0.680, -1.966, -0.822]],
  "homo_ha": [-0.4920, -0.4918],
  "charge": 1,
  "spin_multiplicity": 1,
  "gap_ev": [7.4, 7.4],
  "fmax_ev_per_a": 3.32,
  "total_energy_ev": -10875.919
}

---

Entry 3:
{
  "formula": "C3H2FO3Pr",
  "method": "wB97M-V/def2-TZVPD",
  "symbols": ["O", "C", "C", "H", "H", "F", "Pr", "O", "O", "C"],
  "xyz": [[0.5925, -1.3435, -1.3133], [0.5323, -0.0649, -1.3941], [0.6129, 0.7173, -0.2312], [0.4405, 0.4328, -2.3687], [0.8119, 1.7849, -0.1883], [1.4127, -0.0116, 0.6991], [0.5891, -2.2925, 0.7758], [-2.2371, 1.2426, 1.3639], [-1.2526, -0.8129, 1.4542], [-1.5021, 0.3477, 1.2028]],
  "forces_ev_per_a": [[0.320, -2.093, 2.150], [-0.442, 2.356, 0.999], [0.486, -0.342, -2.130], [-0.495, -0.356, 0.185], [0.007, -0.228, 0.130], [-0.377, -0.990, 1.237], [-0.439, 2.260, -2.028], [2.871, -1.262, -1.385], [2.217, -0.771, -1.106], [-4.149, 1.427, 1.948]],
  "homo_ha": [-0.6533, -0.6575],
  "charge": 2,
  "spin_multiplicity": 3,
  "gap_ev": [5.5, 7.1],
  "fmax_ev_per_a": 4.80,
  "total_energy_ev": -26052.589,
  "s_squared": 2.02
}